Record 1
Entry from OMol25: a 2-piece molecular cluster, H4N4O2 overall (ωB97M-V with the def2-TZVPD basis set).

```
! RIJCOSX wB97M-V def2-TZVPD def2/J DEFGRID3
* xyz 0 1
N 1.20797 0.14172 1.80936
N 0.78080 0.90732 0.91528
N -1.37539 0.27933 -1.88831
N -0.47126 -0.28900 -1.29541
O -0.52872 -1.46346 -0.81057
O -2.45693 -0.47665 -1.98438
H 0.34669 0.32415 -1.13492
H 0.85912 1.93692 1.21789
H 1.13675 -0.84011 1.26367
H -2.32665 -1.20847 -1.34584
*
```

Gap between HOMO and LUMO in eV: 10.0
LUMO in eV: 0.21
Energy above the lowest of the compared OMol25 structures with the same formula, charge and spin in kJ/mol: 69.0
SMILES: [O-]/[NH+]=N\O.[H]/N=N/[H]

The computed Mulliken charges, all in e, follow:
1 N -0.380
2 N -0.141
3 N -0.204
4 N 0.545
5 O -0.729
6 O -0.294
7 H 0.341
8 H 0.209
9 H 0.287
10 H 0.366


Record 2
Entry from OMol25: one molecule with the formula H4N4O2 (ωB97M-V with the def2-TZVPD basis set).

```
! RIJCOSX wB97M-V def2-TZVPD def2/J DEFGRID3
* xyz 0 1
N 0.67165 0.72134 0.02518
N 1.71513 -0.12970 0.10296
N -1.64652 0.64168 -0.26144
N -0.46480 0.07523 0.02830
O -0.50115 -1.18585 -0.07481
O -2.69225 -0.07871 0.23658
H 1.45737 -1.07208 0.13241
H 2.48752 0.15952 -0.45119
H -1.65186 1.61423 0.04208
H -2.74153 -0.78874 -0.42623
*
```

Gap between HOMO and LUMO in eV: 9.3
LUMO in eV: 0.88
Energy above the lowest of the compared OMol25 structures with the same formula, charge and spin in kJ/mol: 94.4
SMILES: N/N=[N+](\[O-])NO

The computed Mulliken charges, all in e, follow:
1 N -0.573
2 N -0.258
3 N -0.366
4 N 1.268
5 O -0.858
6 O -0.380
7 H 0.263
8 H 0.238
9 H 0.295
10 H 0.371


Record 3
Entry from OMol25: a 2-piece molecular cluster, H4N4O2 overall (ωB97M-V with the def2-TZVPD basis set).

```
! RIJCOSX wB97M-V def2-TZVPD def2/J DEFGRID3
* xyz 0 1
N 0.66723 -0.86333 0.91475
N 1.62699 -1.81627 0.59871
N -1.59056 1.58234 0.40327
N 0.44939 0.01373 0.14082
O 0.67085 0.35331 -0.99824
O -1.45693 1.71656 -0.93635
H 1.70851 -1.80232 -0.40151
H 1.33100 -2.82150 0.82487
H -2.58513 1.21706 0.54036
H -0.82137 2.42043 -1.08670
*
```

Gap between HOMO and LUMO (spin up / spin down) in eV: 9.8 / 8.6
LUMO (spin up / spin down) in eV: 0.38 / -0.64
Energy above the lowest of the compared OMol25 structures with the same formula, charge and spin in kJ/mol: 258.6

The computed Mulliken charges, all in e, follow:
1 N -0.244
2 N -0.385
3 N -0.325
4 N 0.622
5 O -0.512
6 O -0.280
7 H 0.235
8 H 0.284
9 H 0.239
10 H 0.368


Record 4
Entry from OMol25: a 2-piece molecular cluster, H4N6 overall (ωB97M-V with the def2-TZVPD basis set).

```
! RIJCOSX wB97M-V def2-TZVPD def2/J DEFGRID3
* xyz 0 1
N -3.25130 0.58421 -0.32024
N -2.68223 0.25461 0.55377
N 1.20737 -0.33616 0.48350
N 0.18207 -0.56451 -0.22632
N 1.98107 0.69095 -0.03719
N -0.85265 -1.29481 -0.16012
H 0.13632 0.10853 -0.98277
H 1.46254 1.30451 -0.57367
H 2.46521 1.19540 0.67554
H -0.64838 -1.94272 0.58751
*
```

Gap between HOMO and LUMO in eV: 9.0
LUMO in eV: 0.99
Energy above the lowest of the compared OMol25 structures with the same formula, charge and spin in kJ/mol: 8.9

The computed Mulliken charges, all in e, follow:
1 N -0.042
2 N 0.038
3 N -0.471
4 N 0.727
5 N -0.374
6 N -0.766
7 H 0.177
8 H 0.201
9 H 0.260
10 H 0.249